DFT (ωB97M-V/def2-TZVPD) results for a 18-piece molecular cluster, C70H187N11O24 overall.

```
292
Properties=species:S:1:pos:R:3:mulliken_charge:R:1
O 6.064 0.894 -1.064 -0.4274
O -1.675 -3.500 -0.145 -0.1466
O -2.859 2.685 -3.589 -0.2658
O 2.456 -3.994 4.784 -0.6704
O -3.497 -4.825 -4.459 -0.0583
O -1.407 -0.652 9.786 -0.3780
O -2.902 2.791 5.958 -0.4115
O 0.479 4.704 1.745 -0.1159
O 7.214 -5.578 -1.713 -0.4609
O -1.486 8.080 3.854 -0.4469
O 4.573 -2.801 0.977 -0.4777
O -1.593 6.990 -1.895 -0.8309
O -4.693 -1.858 4.369 -0.4943
O -7.437 4.224 -1.268 -0.5195
O 1.645 -2.867 -3.602 0.4839
O -0.990 1.042 0.439 1.3202
O 0.921 0.527 -7.900 -0.4035
O -6.773 -1.778 -0.467 -0.6551
O 2.714 3.769 -3.921 -0.1938
O 0.218 -1.128 3.729 0.0050
O 1.939 -8.107 -0.210 -0.5224
O -2.666 -0.297 -3.625 1.2362
O 2.784 2.199 6.287 -0.4831
O 3.107 8.377 -2.172 -0.3868
N -0.944 -1.110 6.770 -0.0923
N 5.699 -3.175 -4.123 -0.4946
N -3.835 1.041 3.698 0.3511
N 2.150 -1.320 5.773 -0.5578
N 4.695 -1.555 -1.888 0.6050
N -0.700 -1.673 -2.076 1.8609
N -0.773 7.428 0.771 -0.2132
N 4.961 -8.886 1.410 -0.7542
N 0.556 5.693 -3.014 0.6146
N -5.007 -3.732 -1.773 -0.3887
N 2.854 -1.817 -5.995 -0.5301
C -3.263 3.237 4.661 -0.2272
C -5.938 -0.764 -1.040 1.8955
C 1.865 6.339 -2.611 -0.3754
C -3.059 -3.471 -0.152 -0.4859
C 1.962 1.117 6.015 1.1940
C 6.340 -4.628 -2.223 0.0457
C 0.690 -2.155 -6.928 -1.3381
C -6.561 -0.125 -2.323 -1.3449
C -1.805 6.839 1.659 -0.2160
C -2.052 1.732 1.082 -0.3151
C -2.738 -1.113 -4.775 0.8127
C -4.157 2.897 -3.090 1.2077
C 1.268 -4.241 4.051 0.5672
C -1.583 -1.184 5.434 -2.4064
C -0.210 -0.651 -1.141 1.8036
C -4.538 -1.230 3.117 0.2931
C 3.523 -8.935 1.269 0.3165
C 2.930 -0.068 5.823 -0.0177
C 3.688 -3.047 -0.097 0.2736
C 0.930 5.512 0.709 0.1490
C -1.118 -3.362 1.180 0.0645
C -7.031 4.467 0.083 -0.3905
C -1.422 0.097 7.458 0.3305
C 1.995 -1.387 -7.057 0.1481
C -5.072 3.399 -4.191 -1.4485
C 3.541 -1.855 -0.984 0.0443
C 2.874 -8.733 2.619 -1.4642
C -0.654 -0.882 10.932 -0.7593
C -2.728 6.066 -1.945 1.0215
C 1.154 -7.098 -0.859 -0.4393
C -2.961 -6.011 -4.976 -0.9535
C 1.058 3.412 1.661 0.5987
C -0.907 -0.438 4.254 1.9061
C 4.603 -3.857 1.905 -0.6446
C -2.257 -0.230 -5.955 -1.5641
C 1.795 0.123 -6.927 -0.3681
C 1.887 7.841 -2.693 -0.7341
C -3.976 6.868 -2.271 -1.5076
C -4.366 2.363 4.124 -0.1551
C 0.579 4.261 -2.859 -1.2355
C -4.489 -3.242 4.311 -0.6490
C -6.615 3.086 0.648 -0.3264
C 0.035 -4.672 -3.490 -0.0779
C -4.839 -4.862 -3.956 -1.2024
C 6.776 -3.938 -3.504 0.0554
C 0.641 0.342 -1.907 -0.6135
C 1.347 -5.632 3.391 -0.8880
C 0.600 7.009 1.062 -1.6534
C 3.272 9.841 -2.257 -0.7861
C 0.719 1.930 -7.948 -0.5537
C 1.275 3.584 -4.068 0.0134
C 3.207 -7.785 0.347 0.7560
C -0.785 0.234 8.860 -1.0684
C -1.543 6.787 3.258 -0.2423
C 7.209 1.175 -1.888 -0.7510
C -1.317 8.002 5.269 -0.6526
C 1.401 -4.174 -4.055 -0.3827
C -3.555 -3.712 -1.630 -0.3762
C -1.727 3.504 6.321 -0.3789
C -4.939 0.173 3.185 -1.0139
C 2.199 3.283 6.918 -0.5848
C 6.970 -5.924 -0.321 -0.4367
C 4.783 0.956 -1.675 -0.2239
C 7.932 -2.940 -3.185 -1.2982
C 3.547 3.085 -4.851 -0.6189
C -1.469 0.024 -0.470 -0.9427
C -5.375 -3.622 -3.190 0.3887
C 3.843 0.152 4.563 -1.3600
C 0.793 -0.380 2.624 0.4072
C 4.587 -0.227 -2.631 -0.2467
H -3.558 -6.540 -5.719 0.3579
H -3.953 7.214 -3.304 0.3698
H 0.409 -5.886 2.896 0.3044
H 2.063 -2.409 -4.335 -0.6492
H -7.432 0.454 -2.015 0.5558
H 7.558 -2.167 -2.513 0.1935
H 0.463 2.755 2.295 -0.6906
H -1.164 -1.499 11.671 0.2637
H -4.966 -1.120 -1.382 -0.8571
H -7.017 -0.849 -2.998 0.3347
H 3.131 -9.539 3.306 0.4572
H -1.754 4.547 6.008 0.2461
H -2.500 3.325 3.887 0.1898
H 0.924 1.147 -1.230 -0.3530
H -7.519 2.494 0.789 0.3581
H -1.983 -5.808 -5.411 0.1992
H -7.732 5.060 -1.637 0.2878
H -0.209 -5.704 -3.745 0.7394
H 5.445 -5.173 -2.522 0.1619
H -3.056 0.502 -6.065 0.4754
H -1.307 -1.883 7.309 0.3392
H -2.903 1.074 1.260 -0.0855
H -6.127 3.232 1.613 -0.0296
H 5.594 -4.303 1.822 0.1676
H 8.306 -2.518 -4.118 0.4215
H 0.284 0.042 8.773 0.4219
H -5.863 0.214 3.762 0.6372
H -3.787 4.183 4.799 0.5156
H 2.419 -3.100 5.132 0.5791
H -0.016 -1.677 -7.606 0.4943
H 2.702 -3.414 0.186 -0.0055
H -5.255 0.561 2.217 0.0550
H 0.416 -1.107 -0.374 0.7406
H 2.241 -4.807 -3.767 0.2007
H 3.266 -6.833 0.874 -0.9394
H -1.014 -2.417 -1.469 -0.9172
H 3.618 -0.238 -3.129 -0.3113
H -4.166 3.618 -2.273 -0.1318
H -5.038 2.753 -5.069 0.3722
H 1.621 -6.973 -1.836 0.3169
H 1.297 0.944 6.862 -0.2440
H -7.656 -1.403 -0.440 0.3832
H -4.856 6.226 -2.257 0.1972
H -7.909 4.797 0.638 0.3988
H -0.778 6.601 -2.220 0.6302
H -5.935 2.604 -0.055 -0.0630
H 5.317 -8.216 2.077 0.2432
H 1.400 -4.127 -5.144 0.3156
H 2.891 4.125 6.953 0.3760
H 2.212 6.037 -1.623 0.1396
H -3.769 -1.414 -4.965 0.1623
H -1.439 -2.233 5.174 0.1811
H -2.735 7.375 1.469 0.6558
H 5.200 -2.607 -3.453 0.1417
H 3.219 10.144 -3.303 0.3250
H 7.538 -6.838 -0.150 0.3211
H -2.647 5.311 -2.727 -0.0257
H -1.048 0.937 6.873 -0.4032
H -4.039 7.734 -1.611 0.4089
H 1.135 2.514 -4.221 0.1038
H -3.545 -1.350 2.685 -0.2826
H 0.329 -1.262 10.653 0.3082
H 8.087 1.018 -1.261 0.2810
H -1.725 3.490 7.411 0.2934
H -2.039 -0.694 0.119 -0.3842
H 4.456 -3.566 2.946 0.3114
H 0.399 5.965 -3.974 0.3088
H -5.270 -1.610 2.404 0.7953
H -5.032 -2.683 -3.626 -0.3765
H -3.414 -2.536 0.283 -0.2924
H 2.729 -2.134 -1.655 -0.6351
H 2.722 0.696 -6.952 0.5725
H 7.376 0.533 -2.753 0.2896
H 2.014 5.442 0.617 0.5626
H -5.550 -4.989 -4.773 0.5761
H 0.171 -0.488 1.735 -0.5085
H 2.065 3.325 2.068 0.3975
H -2.824 5.587 -0.970 -0.1881
H 1.005 4.122 -4.977 0.3838
H 7.027 -4.732 -4.208 0.4374
H 1.625 -1.226 6.631 0.2954
H 3.717 -1.320 -6.159 0.2258
H -3.406 -4.253 0.524 0.6942
H 6.061 -2.569 -4.846 0.2626
H -1.527 8.968 5.729 0.2872
H 5.283 -0.100 -3.461 0.3407
H -3.367 0.521 4.426 -0.6537
H -1.566 -3.896 2.018 0.4213
H 1.160 -3.565 3.202 -0.2657
H 1.251 7.632 0.448 0.3472
H -1.599 -0.261 3.430 -0.1276
H 4.082 1.038 -0.843 -0.1175
H -1.044 7.322 -0.196 0.4321
H -4.822 4.429 -4.449 0.3258
H 4.252 10.122 -1.873 0.2658
H 1.057 8.232 -2.105 0.2736
H -4.413 1.986 -2.549 -0.7880
H 3.852 1.172 4.178 0.3106
H 1.087 -6.191 -0.257 0.1015
H -2.508 0.180 7.430 0.6134
H -5.798 0.497 -2.790 0.0723
H 3.134 -2.777 -6.140 0.2756
H 0.377 -4.160 4.674 0.2281
H 5.282 -9.703 1.910 0.2737
H 1.787 -0.776 2.418 -0.1745
H 8.737 -3.518 -2.732 0.3510
H 0.325 2.309 -7.005 0.0780
H 1.339 0.314 -5.956 -0.1915
H -0.880 1.278 9.158 0.4304
H 3.410 3.477 -5.858 0.3061
H -1.947 7.214 5.681 0.1966
H -0.048 2.057 -8.712 0.2862
H -2.659 -1.018 5.378 0.8718
H -2.232 -0.725 -6.926 0.4026
H -0.019 0.834 -2.621 0.1279
H -6.131 3.430 -3.934 0.3594
H 1.572 -0.074 -2.294 -0.1407
H -4.617 -3.752 5.266 0.3184
H 3.520 -0.446 3.711 0.1258
H 3.282 -1.028 -0.323 0.0273
H 4.569 3.392 -4.626 0.3619
H 1.794 8.163 -3.730 0.5769
H -2.085 -1.978 -4.661 -0.6790
H -4.984 -5.744 -3.331 0.3864
H 4.882 -0.106 4.767 0.3229
H 1.429 1.314 5.085 -0.4341
H 6.067 -3.885 -1.475 -0.0090
H 3.885 -7.699 -0.503 0.4852
H 0.951 7.334 2.042 0.3809
H 1.396 3.711 6.319 0.0809
H 5.498 -1.560 -1.276 0.2935
H 7.314 -5.131 0.344 0.3175
H -2.267 6.156 3.775 0.2098
H -1.961 -0.653 -3.079 -0.7868
H -1.617 2.121 2.003 -0.5547
H 0.224 -1.967 -5.961 -0.0306
H 3.876 -4.636 1.674 -0.0463
H -2.288 2.562 0.417 0.1624
H 1.866 3.106 7.941 0.2872
H -3.097 -2.976 -2.291 0.0141
H 1.008 3.778 -1.981 0.0871
H -0.468 3.969 -2.775 -0.0377
H 0.593 5.179 -0.273 0.0644
H -6.144 5.090 -0.025 0.2373
H -5.213 -3.733 3.661 0.3891
H 7.269 2.233 -2.141 0.3017
H -0.535 6.399 3.401 0.1427
H -5.006 2.152 4.981 0.5273
H -0.576 0.540 4.603 -0.3039
H -1.191 -2.300 1.413 -0.1018
H 5.909 -6.113 -0.162 0.0325
H 0.139 -1.955 -2.563 -1.1048
H -2.816 -6.694 -4.139 0.3887
H -5.808 0.077 -0.359 -0.4595
H -1.364 0.361 -5.753 0.0838
H 4.717 1.944 -2.130 0.4974
H 0.930 3.093 0.626 -0.2896
H 2.137 -5.657 2.641 -0.2180
H 3.524 -0.215 6.725 0.6715
H 1.383 -1.210 5.124 0.1764
H 2.707 6.024 -3.227 0.2513
H 2.499 -1.585 -8.003 0.5804
H -0.517 0.048 11.483 0.3101
H 3.435 2.001 -4.876 -0.1046
H -5.497 -2.978 -1.312 0.2784
H -0.116 -3.779 1.277 -0.4169
H 0.151 -7.516 -0.946 0.3209
H -0.788 3.088 5.955 -0.0581
H -0.741 -4.080 -3.976 -0.4719
H -0.047 -4.578 -2.407 -0.3704
H -3.491 -3.603 4.061 0.0618
H 1.566 -6.381 4.153 0.5309
H -2.044 5.804 1.415 -0.1501
H 2.488 10.407 -1.752 0.3035
H -3.219 -4.706 -1.928 0.3293
H -4.889 2.814 3.280 -0.5756
H -0.295 7.654 5.421 0.2699
H -2.067 0.523 -1.232 0.4384
H 0.842 -3.208 -7.168 0.3763
H 4.017 -3.908 -0.680 0.2978
H 3.314 -7.906 3.177 0.3029
H 1.792 -8.609 2.648 0.3098
H -2.788 1.767 -3.861 -0.1751
H 3.116 -9.878 0.903 0.3325
H 0.786 0.701 2.766 -0.3025
H -6.456 -3.522 -3.284 0.5565
H 1.617 2.479 -8.231 0.3266
```

total energy = -5186.7576 Eh
spin multiplicity = 1
HOMO = -7.80 eV
F_max = 3.4 eV/A
LUMO level = 0.016 hartree
charge = 0



DFT (ωB97M-V/def2-TZVPD) results for a 5-piece molecular cluster, C70H40O10 overall.

```
120
Properties=species:S:1:pos:R:3:mulliken_charge:R:1
O 2.162 1.312 1.494 -0.6666
O -3.437 -2.890 0.452 -0.6106
O 2.768 4.294 -6.766 -0.7191
O -1.001 -5.388 0.164 -0.6792
O -0.200 5.913 4.902 -0.6587
O -0.115 -3.086 -4.762 -0.5886
O 6.339 0.537 -8.493 -0.6346
O -2.635 3.469 0.066 -0.6749
O -3.539 -6.877 4.214 -0.6597
O -1.887 2.440 8.804 -0.5952
C -0.051 -3.569 -1.066 0.2706
C -4.221 -7.437 1.690 -0.3525
C -2.326 -4.408 4.983 -0.8823
C -1.252 2.677 1.805 0.3230
C -4.593 -7.728 0.358 -0.7125
C 5.630 2.657 -4.021 -0.8136
C -3.960 -6.155 2.049 0.4441
C -0.651 -5.669 -2.234 0.4880
C -2.277 2.687 2.762 -0.8888
C -0.741 -7.271 -4.473 -0.4167
C -2.486 3.940 7.025 0.6532
C 3.964 2.497 -11.303 -0.6122
C 2.716 3.792 7.038 -0.5919
C -0.404 -5.054 -3.471 0.1052
C -0.343 3.131 -0.545 0.2398
C 0.142 -2.869 0.098 -0.9451
C 3.814 3.183 -8.547 0.3997
C 4.883 1.956 -10.417 -0.5915
C -0.029 3.417 7.587 0.6369
C -0.668 -4.917 -0.885 0.9234
C 0.931 2.768 8.385 -0.9976
C 0.884 2.525 -0.170 0.3709
C -1.898 -3.120 5.251 -0.5961
C -3.486 -5.947 3.465 0.6205
C 1.969 2.699 -1.092 -0.8033
C -4.786 4.296 6.296 -0.5329
C -4.356 -5.384 -0.238 -0.9350
C -4.605 -6.704 -0.557 -0.4585
C -1.493 3.143 0.376 0.5844
C -0.206 -3.587 -3.699 0.5082
C -0.557 5.115 5.737 0.8234
C -2.914 -4.620 3.681 0.1039
C 5.645 1.438 -8.091 0.4394
C -1.953 -2.106 4.234 -0.3273
C 0.204 -2.970 -2.363 0.2418
C 2.915 3.741 -9.454 -0.7737
C 3.653 3.484 -7.166 0.6544
C 1.174 1.935 1.147 0.8187
C -2.933 -3.639 2.704 0.2403
C 0.603 -1.547 0.060 -0.4947
C 0.392 4.311 6.614 0.5695
C 6.355 1.237 -5.776 -0.6270
C -4.292 5.142 5.259 -0.5877
C -3.891 3.713 7.188 -0.5895
C 1.776 4.550 6.368 -0.8270
C -0.543 -5.895 -4.635 -0.6748
C -1.520 3.185 7.969 0.4076
C 2.298 2.911 8.053 -0.4459
C -2.930 5.367 5.058 -0.9779
C 0.925 -1.028 -1.188 0.2321
C 6.420 1.691 -4.497 -0.4238
C -2.426 -2.394 2.947 -0.6297
C 0.749 -1.699 -2.356 -1.0423
C 3.007 3.346 -10.805 -0.3150
C -0.446 3.822 -1.755 -0.5887
C -2.094 2.120 4.023 -0.5197
C 5.499 1.814 -6.660 0.2192
C -0.844 1.544 4.331 -0.8563
C -0.005 2.045 2.115 0.8065
C 4.615 2.808 -6.212 0.2526
C 0.613 3.880 -2.682 -0.6532
C -3.958 -5.093 1.069 0.6216
C 0.202 1.512 3.404 -1.0430
C -3.528 -3.712 1.304 0.4650
C 1.818 3.328 -2.308 -0.6286
C -0.830 -7.036 -2.111 -0.4494
C -0.877 -7.841 -3.255 -0.5978
C 4.741 2.221 -9.001 0.2534
C -1.980 4.802 6.000 0.2467
C 4.696 3.232 -4.939 -0.2950
H 5.844 3.035 -3.014 0.4486
H 7.228 1.309 -3.890 0.3696
H 7.035 0.474 -6.188 0.4549
H 2.206 4.428 -9.030 0.5210
H 4.033 4.028 -4.631 0.6515
H -3.189 3.134 2.428 0.6503
H -2.621 6.050 4.268 0.4758
H 2.323 3.854 -11.487 0.3309
H -5.071 5.696 4.695 0.3542
H -4.171 3.071 8.016 0.4724
H -1.144 -7.337 -1.122 0.4930
H 0.694 2.148 9.255 0.4188
H -1.141 -8.911 -3.174 0.3296
H 0.582 -0.936 0.973 0.3790
H 2.099 5.294 5.640 0.4482
H -0.530 -5.466 -5.631 0.4387
H 0.375 4.397 -3.599 0.4758
H -4.298 -4.562 -0.968 0.4536
H -2.966 2.061 4.653 0.6555
H 2.932 2.221 -0.893 0.3807
H -2.522 -1.668 2.144 0.6488
H -4.135 -8.242 2.411 0.4619
H -5.814 4.062 6.508 0.4478
H 3.036 2.367 8.618 0.4241
H -1.445 4.206 -2.015 0.4164
H 1.238 0.008 -1.287 0.1874
H -0.232 -3.291 1.034 0.4580
H 0.889 -1.172 -3.287 0.4753
H -1.525 -2.941 6.247 0.4369
H -4.813 -8.765 0.077 0.3912
H 2.583 3.189 -3.052 0.4152
H 4.100 2.292 -12.359 0.3900
H 5.730 1.330 -10.655 0.4704
H 3.776 3.882 6.872 0.4408
H -0.682 1.010 5.273 0.7469
H -1.696 -1.065 4.398 0.3944
H -2.345 -5.290 5.629 0.4818
H -4.829 -6.982 -1.587 0.3973
H -1.007 -7.841 -5.372 0.3308
H 1.139 0.936 3.565 0.4038
```

total energy = -3443.9060 Eh
energy relative to the best compared isomer or geometry (same formula, charge and spin) = 32.48 kJ/mol
SMILES = O=C1c2ccccc2C(=O)c2ccccc21.O=C1c2ccccc2C(=O)c2ccccc21.O=C1c2ccccc2C(=O)c2ccccc21.O=C1c2ccccc2C(=O)c2ccccc21.O=C1c2ccccc2C(=O)c2ccccc21
spin multiplicity = 1
HOMO = -9.34 eV
F_max = 4.9 eV/A
LUMO level = -0.047 hartree
charge = 0